No. 1
DFT (ωB97M-V/def2-TZVPD) results for a molecular structure, C49H44AlCl2N4OP2Se.

Calculated values
charge	+3
2S+1	1
highest occupied orbital energy	-15.4251	eV

Atoms and positions in Å:
Al  0.207459  -0.013964  0.412247
C  4.752863  -1.639622  5.328643
C  4.401283  -0.284872  4.689680
C  5.245100  0.830520  5.330649
C  2.926458  0.005418  4.915137
C  2.428813  0.238602  6.194918
C  1.083557  0.472832  6.438886
C  0.188697  0.474302  5.386228
C  0.654830  0.254756  4.091692
P  -0.529325  0.069640  2.756074
C  -1.699877  1.440007  2.907407
C  -1.230506  2.665088  3.388061
C  -2.086340  3.752171  3.476867
C  -3.416894  3.624195  3.100650
C  -3.888604  2.411342  2.617866
C  -3.033257  1.326272  2.508435
C  -1.334677  -1.509099  3.147074
C  -0.547076  -2.652613  2.986196
C  -1.042408  -3.897520  3.334253
C  -2.327862  -4.012656  3.851310
C  -3.096647  -2.876794  4.053803
C  -2.601487  -1.624223  3.714534
C  2.007110  0.017621  3.878312
O  2.351590  -0.237705  2.566622
C  3.686500  -0.297139  2.239030
C  3.961212  -0.292751  0.876549
C  5.289081  -0.354983  0.449828
C  6.305378  -0.450514  1.378762
C  5.998629  -0.438691  2.731820
C  4.691211  -0.342052  3.197422
P  2.684852  -0.061191  -0.381432
C  3.388734  1.372657  -1.255389
C  3.506844  1.457302  -2.639958
C  4.055368  2.593518  -3.221828
C  4.495717  3.643550  -2.428307
C  4.407230  3.552346  -1.042891
C  3.860586  2.421759  -0.458390
C  2.820434  -1.494923  -1.496092
C  3.634088  -2.581232  -1.179369
C  3.744981  -3.653470  -2.058189
C  3.040438  -3.656399  -3.252012
C  2.198579  -2.592478  -3.559100
C  2.081823  -1.525082  -2.683881
H  4.561839  -1.617931  6.401613
H  5.808843  -1.868570  5.183539
H  4.162643  -2.446907  4.892017
H  5.061589  0.888749  6.402181
H  5.015063  1.800879  4.889177
H  6.309010  0.637763  5.203167
H  3.113035  0.225860  7.033120
H  0.737074  0.641868  7.448682
H  -0.866362  0.640886  5.566795
H  -0.204426  2.767182  3.721071
H  -1.718879  4.693445  3.862997
H  -4.088656  4.466914  3.195704
H  -4.927575  2.306133  2.333328
H  -3.418864  0.388472  2.128268
H  0.474204  -2.561158  2.631110
H  -0.420836  -4.778101  3.233465
H  -2.716028  -4.984046  4.126778
H  -4.080252  -2.960166  4.496018
H  -3.200246  -0.749962  3.922681
H  5.522066  -0.319460  -0.607526
H  7.334957  -0.512840  1.055367
H  6.807418  -0.495788  3.448334
H  3.195574  0.641389  -3.276525
H  4.153872  2.648667  -4.297609
H  4.929111  4.522678  -2.886082
H  4.779161  4.354994  -0.420029
H  3.824907  2.347804  0.622473
H  4.207616  -2.590745  -0.262611
H  4.408716  -4.473531  -1.815473
H  3.155233  -4.475925  -3.949848
H  1.649520  -2.585117  -4.491976
H  1.426721  -0.702407  -2.947544
Cl  0.139045  1.711801  -2.320640
C  0.637697  3.055109  -1.294653
Cl  0.561602  2.604698  0.459500
H  -0.045859  3.885355  -1.435110
H  1.665428  3.310306  -1.515261
C  -0.174398  -4.748182  -1.834707
N  0.538439  -4.227360  -0.650435
C  1.315692  -5.176218  0.171039
C  0.392944  -3.012966  -0.278214
N  0.266756  -1.907750  0.070233
H  -0.940413  -5.452172  -1.513820
H  0.549490  -5.249228  -2.473221
H  -0.627017  -3.924989  -2.381516
H  0.644351  -5.928972  0.580856
H  1.813425  -4.641157  0.975981
H  2.061828  -5.647293  -0.465104
Se  -2.520582  -1.648780  -0.184268
N  -1.723946  0.011245  -0.164919
C  -2.684048  0.902406  -0.482392
C  -2.609832  2.320999  -0.492595
C  -3.699524  3.042092  -0.868855
C  -4.943415  2.444472  -1.246705
C  -5.092542  1.104278  -1.191827
C  -3.971549  0.307613  -0.794371
N  -4.049879  -1.000185  -0.675788
H  -1.736583  2.830838  -0.131566
H  -3.635555  4.122998  -0.857808
H  -5.764789  3.080492  -1.545939
H  -6.020121  0.602520  -1.430149

Forces on atoms 1 to 6 (eV/Å):
0.1 -0.1 0.3
0.0 0.0 0.0
0.0 0.0 0.0
0.0 0.0 0.0
0.0 0.0 0.0
0.0 0.0 0.0


No. 2
DFT (ωB97M-V/def2-TZVPD) results for a molecular structure, C49H44EuN5O3P2Si.

Calculated values
2S+1	7
expectation value of S²	12.02
highest occupied orbital energy (alpha / beta)	-4.6843 / -7.7704	eV

Atoms and positions in Å:
Eu  -0.790688  -0.072046  0.723770
C  1.258831  2.738157  3.472294
Si  0.700936  2.110630  1.763718
C  -0.079102  3.653565  0.912950
C  -0.170844  4.880558  1.582561
C  -0.764125  5.992575  1.004397
C  -1.274297  5.916366  -0.284833
C  -1.195275  4.719161  -0.973915
C  -0.630923  3.590232  -0.379074
P  -0.522496  2.013227  -1.318605
C  -2.166502  1.778429  -2.082171
C  -3.335363  2.352034  -1.589975
C  -4.566584  2.013342  -2.137550
C  -4.641964  1.102371  -3.180525
C  -3.480593  0.518861  -3.673509
C  -2.254365  0.847913  -3.119872
C  0.524609  2.548076  -2.726285
C  0.003899  3.070094  -3.907484
C  0.854290  3.516570  -4.909366
C  2.230004  3.444917  -4.744398
C  2.756629  2.920701  -3.572029
C  1.909129  2.468504  -2.572017
C  2.440343  2.045466  0.911557
C  3.184995  3.228944  0.811087
C  4.466394  3.249823  0.289293
C  5.055509  2.064687  -0.140685
C  4.343864  0.881841  -0.064336
C  3.041181  0.865874  0.445285
P  2.066819  -0.694533  0.413828
C  2.716065  -1.645881  1.832365
C  3.346715  -1.021817  2.904067
C  3.704907  -1.754907  4.029188
C  3.434981  -3.113060  4.095380
C  2.802898  -3.744831  3.030856
C  2.441672  -3.013722  1.911090
C  2.747021  -1.525936  -1.058606
C  2.199979  -1.125048  -2.278370
C  2.692500  -1.633266  -3.469376
C  3.721134  -2.566997  -3.451394
C  4.256273  -2.984065  -2.241355
C  3.773808  -2.463802  -1.046829
H  1.859546  3.648909  3.401227
H  1.877948  1.970951  3.944986
H  0.416517  2.935437  4.141096
H  0.237426  4.969969  2.582405
H  -0.822709  6.922723  1.556654
H  -1.729862  6.781705  -0.749275
H  -1.580928  4.661053  -1.986021
H  -3.293171  3.049775  -0.764456
H  -5.468039  2.461708  -1.739583
H  -5.602714  0.841960  -3.605964
H  -3.533024  -0.198349  -4.483056
H  -1.350135  0.378813  -3.492006
H  -1.067599  3.132780  -4.050803
H  0.437529  3.921548  -5.822914
H  2.889023  3.792971  -5.529555
H  3.828219  2.856991  -3.432012
H  2.327752  2.052750  -1.665163
H  2.732605  4.160866  1.135416
H  5.007689  4.185209  0.213154
H  6.061373  2.065436  -0.541992
H  4.800867  -0.033061  -0.422646
H  3.560133  0.039314  2.858723
H  4.201404  -1.260531  4.854426
H  3.716131  -3.680730  4.972954
H  2.588187  -4.804987  3.077415
H  1.953080  -3.510561  1.078982
H  1.378549  -0.418860  -2.284038
H  2.268410  -1.307619  -4.410835
H  4.101194  -2.972509  -4.380373
H  5.058769  -3.710526  -2.225940
H  4.203969  -2.786719  -0.106879
O  -2.536847  1.060347  0.965935
N  -3.077226  -0.030706  1.425463
C  -4.326317  -0.045550  1.746267
C  -4.860585  -1.282420  2.257407
N  -5.276236  -2.271672  2.670903
C  -5.178790  1.101762  1.589136
N  -5.866070  2.012546  1.464117
N  -4.719129  -4.975470  4.050636
C  -3.467344  -5.331472  3.670906
O  -3.052403  -6.470876  3.641552
C  -2.593485  -4.178782  3.265695
C  -1.835913  -4.275389  2.108031
C  -1.057784  -3.193760  1.745295
N  -1.005935  -2.059061  2.449714
C  -1.697760  -1.996298  3.587507
C  -2.499497  -3.025805  4.033351
H  -5.366161  -5.716727  4.260880
H  -5.086148  -4.062200  3.823764
H  -1.857974  -5.175941  1.509959
H  -0.442731  -3.227134  0.853644
H  -1.613232  -1.075073  4.153420
H  -3.051080  -2.926068  4.958417
C  -2.810622  -2.479789  -1.230028
C  -1.385284  -2.191706  -1.764651
C  -0.527951  -3.471397  -1.857622
O  -0.724607  -1.207671  -1.008797
H  -2.961293  -3.534588  -0.993074
H  -3.577420  -2.185261  -1.948722
H  -2.995109  -1.916006  -0.320686
H  -1.510344  -1.818944  -2.788114
H  0.493996  -3.240782  -1.550749
H  -0.482687  -3.851227  -2.879418
H  -0.910439  -4.276304  -1.225196

Forces on atoms 1 to 6 (eV/Å):
-1.5 -2.8 0.2
-0.6 -0.7 0.4
2.3 3.3 0.0
-0.8 -0.4 -0.2
0.1 -0.2 0.3
0.1 0.0 -0.1


No. 3
DFT (ωB97M-V/def2-TZVPD) results for a molecular structure, C49H45CsIN9OS.

Calculated values
charge	-2
2S+1	1
highest occupied orbital energy (alpha / beta)	-2.1481 / -0.2879	eV

Atoms and positions in Å:
Cs  -0.508724  -0.596116  -0.573431
C  -2.399371  1.096132  6.960783
C  -1.339124  1.512366  5.943776
C  -0.885380  0.355800  5.105368
N  -1.667382  -0.290896  4.315515
N  -1.048269  -1.297507  3.621173
C  0.216286  -1.392372  3.911478
N  1.046681  -2.315689  3.378467
S  0.742046  -0.238639  5.095194
H  -2.658019  1.928397  7.616662
H  -2.041194  0.271049  7.578022
H  -3.302346  0.763154  6.451142
H  -0.479174  1.954602  6.450030
H  -1.737381  2.275795  5.271933
H  0.700742  -2.868929  2.589073
H  2.027419  -2.099087  3.364391
N  8.061422  -2.284650  1.462242
C  9.417491  -2.177997  1.277899
C  10.498249  -2.730902  1.933544
C  11.775263  -2.397000  1.471821
C  11.932835  -1.536278  0.388447
C  10.839438  -0.981595  -0.269131
C  9.554414  -1.298722  0.172691
N  8.338812  -0.893598  -0.287978
C  7.428347  -1.492517  0.495922
C  6.028620  -1.381066  0.419691
C  5.376187  -0.581634  -0.566443
C  4.012356  -0.494957  -0.597321
N  3.161067  -1.118075  0.257734
C  3.782246  -1.877716  1.175749
C  5.136314  -2.050310  1.310514
H  7.597114  -2.832689  2.160031
H  10.367291  -3.400677  2.775837
H  12.647002  -2.812117  1.962266
H  12.933258  -1.292964  0.049262
H  10.969736  -0.314023  -1.111171
H  5.973573  -0.046542  -1.291209
H  3.537750  0.117242  -1.358124
H  3.131055  -2.416299  1.856908
H  5.491796  -2.701863  2.100758
O  -2.964674  -1.905112  0.285187
C  -3.861766  -1.242009  0.810377
C  -5.252412  -1.248714  0.212717
C  -5.652149  0.120718  -0.356078
C  -6.129008  1.128809  0.682346
C  -5.057830  1.538057  1.687858
C  -4.582218  0.378966  2.561111
N  -3.635056  -0.493286  1.896663
H  -5.977397  -1.579259  0.964986
H  -5.225660  -1.991447  -0.582297
H  -6.443288  -0.031677  -1.094739
H  -4.802437  0.543008  -0.898076
H  -6.983417  0.700865  1.224910
H  -6.496504  2.018847  0.164792
H  -5.455956  2.325151  2.335237
H  -4.187512  1.952533  1.168081
H  -5.443663  -0.198792  2.922651
H  -4.060038  0.754260  3.440073
H  -2.700535  -0.551041  2.277440
C  -1.542133  2.305089  0.129204
C  -2.078654  3.213814  -0.539871
C  -2.774447  4.154042  -1.287862
C  -3.846678  3.673135  -2.166807
C  -3.748863  2.405839  -2.757243
C  -4.760433  1.906040  -3.556551
C  -5.914182  2.646631  -3.781295
C  -6.040584  3.894718  -3.184923
C  -5.024131  4.401155  -2.391202
C  -2.445529  5.570087  -1.165736
C  -2.824571  6.536206  -2.112683
C  -2.459268  7.864620  -1.971189
C  -1.699489  8.279173  -0.885300
C  -1.294419  7.331891  0.049521
C  -1.652882  6.005306  -0.088177
H  -2.852626  1.825166  -2.579125
H  -4.643036  0.929195  -4.010219
H  -6.704114  2.255467  -4.409888
H  -6.942447  4.478487  -3.330785
H  -5.161532  5.355588  -1.900010
H  -3.378119  6.235891  -2.991932
H  -2.760559  8.579203  -2.728787
H  -1.411009  9.317788  -0.779435
H  -0.685162  7.631318  0.894547
H  -1.323950  5.264799  0.629756
I  -2.933665  -6.675115  0.226049
C  -1.070635  -5.757820  0.157839
C  -0.118935  -6.137388  -0.777944
C  1.101146  -5.481524  -0.787182
C  1.326339  -4.484723  0.148977
N  0.410857  -4.133156  1.050741
C  -0.773990  -4.738043  1.047424
H  -0.335227  -6.914638  -1.498704
H  1.858888  -5.718485  -1.519795
H  2.256220  -3.927306  0.157538
H  -1.511633  -4.380114  1.756471
N  0.615775  -2.473453  -8.860015
C  0.522128  -2.370458  -7.715101
C  0.406134  -2.242848  -6.294073
C  1.488218  -1.807717  -5.525945
C  1.344355  -1.685072  -4.151424
C  0.157651  -1.966690  -3.436227
C  -0.888552  -2.410016  -4.278076
C  -0.796285  -2.550586  -5.654955
H  2.427151  -1.570304  -6.016447
H  2.227033  -1.352589  -3.605101
H  -1.851557  -2.668942  -3.834682
H  -1.639565  -2.894647  -6.246102

Forces on atoms 1 to 6 (eV/Å):
0.5 -0.1 0.0
0.0 0.0 0.0
0.0 0.0 0.0
-0.2 0.1 0.0
0.1 0.0 0.1
-0.1 0.0 0.0


No. 4
DFT (ωB97M-V/def2-TZVPD) results for a molecular structure, C49H46CdN2O3Te.

Calculated values
2S+1	1
highest occupied orbital energy	-8.0060	eV

Atoms and positions in Å:
Cd  0.487025  -0.241459  -0.394219
O  2.305978  -0.298513  0.514755
C  2.476837  -0.813396  1.787098
C  1.408622  -0.210997  2.784148
C  -0.002010  -0.740111  2.698931
C  -0.550121  -1.471549  3.739871
C  -1.844352  -1.951827  3.628397
C  -2.564351  -1.687043  2.480853
C  -1.975643  -0.938112  1.469936
C  -2.705675  -0.672652  0.185069
C  -2.297405  -1.674289  -0.960547
O  -0.996351  -1.422543  -1.373752
C  -2.432493  -3.098092  -0.402891
C  -1.297916  -3.838434  -0.103815
C  -1.406125  -5.086171  0.503459
C  -2.653114  -5.608911  0.812519
C  -3.796384  -4.879424  0.503912
C  -3.684071  -3.634832  -0.098559
C  -3.208081  -1.468387  -2.184953
C  -3.403051  -2.503873  -3.099121
C  -4.092065  -2.293049  -4.285189
C  -4.597298  -1.034741  -4.587972
C  -4.400578  0.006908  -3.694050
C  -3.707454  -0.209687  -2.509056
N  -0.724606  -0.461023  1.596303
C  2.430567  -2.351660  1.759415
C  2.663088  -2.999298  0.548216
C  2.654236  -4.385449  0.457671
C  2.412362  -5.156867  1.586236
C  2.176197  -4.525658  2.799644
C  2.185815  -3.139287  2.882193
C  3.848004  -0.331822  2.321127
C  4.478326  0.724953  1.671721
C  5.689351  1.227269  2.134501
C  6.293224  0.677416  3.256195
C  5.674088  -0.379084  3.909428
C  4.464313  -0.877347  3.445478
H  1.410044  0.855548  2.548540
H  1.762731  -0.326639  3.808483
H  0.029883  -1.655333  4.634285
H  -2.284210  -2.535272  4.429085
H  -3.567746  -2.068209  2.349447
H  -2.443187  0.323446  -0.174657
H  -3.780213  -0.731085  0.362017
H  -0.327104  -3.432193  -0.354005
H  -0.507744  -5.644850  0.735013
H  -2.738018  -6.580102  1.284672
H  -4.775956  -5.284479  0.728490
H  -4.580871  -3.073186  -0.341936
H  -2.998521  -3.485885  -2.887253
H  -4.232267  -3.115360  -4.977288
H  -5.132933  -0.866911  -5.514335
H  -4.777046  0.997629  -3.921485
H  -3.556418  0.625392  -1.835841
H  2.863380  -2.394301  -0.325770
H  2.835022  -4.862635  -0.498680
H  2.402846  -6.238297  1.521827
H  1.979471  -5.113668  3.688529
H  1.996437  -2.681557  3.845900
H  4.010405  1.133609  0.787172
H  6.166773  2.045913  1.609710
H  7.239133  1.064040  3.616054
H  6.140091  -0.824519  4.780092
H  4.010144  -1.711175  3.965701
Te  0.002285  0.589338  -3.079683
C  1.411711  1.514526  -4.397822
C  2.777192  1.442721  -4.129104
C  3.697816  1.919637  -5.053336
C  3.258457  2.479013  -6.248369
C  1.898544  2.567401  -6.511247
C  0.976467  2.086823  -5.587290
C  0.545778  -1.314317  -3.824170
C  -0.234087  -1.914890  -4.804875
C  0.064142  -3.202870  -5.233090
C  1.137050  -3.891815  -4.682642
C  1.924803  -3.285193  -3.712067
C  1.628739  -1.999157  -3.280504
H  3.124046  1.009819  -3.197938
H  4.758893  1.852745  -4.841455
H  3.976608  2.845581  -6.972570
H  1.551867  3.006405  -7.439628
H  -0.085214  2.151847  -5.799533
H  -1.081676  -1.384367  -5.222528
H  -0.551748  -3.672568  -5.991880
H  1.358828  -4.901565  -5.006889
H  2.771254  -3.814171  -3.287548
H  2.250524  -1.528467  -2.526825
C  1.609294  3.259312  0.906648
N  0.281400  3.311899  1.511617
C  0.154090  4.011883  2.785002
C  -0.771700  2.726797  0.897296
C  -2.110246  2.837237  1.581859
O  -0.643010  2.112291  -0.163455
H  1.968614  4.269339  0.698621
H  1.560069  2.702867  -0.021339
H  2.316689  2.766666  1.576005
H  1.151291  4.259082  3.138383
H  -0.323377  3.390591  3.542136
H  -0.411117  4.941039  2.688040
H  -2.383118  3.878673  1.755962
H  -2.087479  2.324495  2.546335
H  -2.859367  2.369222  0.952056

Forces on atoms 1 to 6 (eV/Å):
-0.5 0.1 0.0
0.5 0.1 0.3
-0.1 0.0 0.1
0.0 -0.2 -0.2
0.1 0.1 -0.1
-0.1 0.0 0.1